A molecular structure, C41H44IrN3O3P2Si, computed with ωB97M-V/def2-TZVPD.

Each line ends with the Mulliken charge.
Element x y z (Å)
1 Ir 0.184 0.494 0.019  3.04
2 N 2.312 2.315 -0.770  0.52
3 P 2.481 0.675 -0.398  0.13
4 C 3.114 -0.126 -1.870  1.34
5 C 2.223 -0.546 -2.857  -0.41
6 C 2.696 -0.975 -4.086  -1.27
7 C 4.061 -0.981 -4.338  -0.84
8 C 4.956 -0.551 -3.366  -0.85
9 C 4.488 -0.120 -2.136  -0.62
10 C 3.667 0.536 0.931  0.66
11 C 3.751 1.580 1.859  -0.98
12 C 4.635 1.489 2.922  -0.63
13 C 5.427 0.355 3.071  -0.75
14 C 5.342 -0.683 2.153  -0.96
15 C 4.464 -0.598 1.082  -0.34
16 P 0.661 2.458 -1.019  -0.34
17 C 0.277 4.130 -0.555  0.50
18 C -0.501 4.925 -1.398  -0.42
19 C -0.748 6.246 -1.057  -0.92
20 C -0.227 6.769 0.117  -0.66
21 C 0.553 5.979 0.957  -0.91
22 C 0.808 4.662 0.625  -0.01
23 C 0.185 2.211 -2.722  0.76
24 C -1.026 1.575 -3.009  -0.42
25 C -1.394 1.364 -4.330  -0.80
26 C -0.557 1.782 -5.355  -0.60
27 C 0.647 2.418 -5.070  -0.86
28 C 1.022 2.634 -3.755  -0.50
29 H 3.029 2.947 -1.110  0.39
30 H 1.153 -0.522 -2.682  0.49
31 H 2.001 -1.302 -4.848  0.55
32 H 4.431 -1.318 -5.298  0.49
33 H 6.018 -0.547 -3.569  0.52
34 H 5.194 0.224 -1.390  0.56
35 H 3.163 2.479 1.715  0.53
36 H 4.739 2.315 3.615  0.55
37 H 6.133 0.294 3.889  0.47
38 H 5.976 -1.553 2.259  0.49
39 H 4.414 -1.400 0.359  0.73
40 H -0.907 4.522 -2.317  0.53
41 H -1.341 6.868 -1.714  0.47
42 H -0.420 7.801 0.378  0.45
43 H 0.967 6.401 1.863  0.47
44 H 1.422 4.046 1.268  0.28
45 H -1.688 1.266 -2.206  0.54
46 H -2.335 0.883 -4.560  0.50
47 H -0.847 1.622 -6.385  0.44
48 H 1.290 2.748 -5.875  0.48
49 H 1.961 3.129 -3.539  0.45
50 C -2.265 3.182 1.046  -0.55
51 Si -3.040 1.509 1.121  0.59
52 C -4.576 1.556 0.062  -1.43
53 C -3.303 1.023 2.902  -0.93
54 N -1.881 0.240 0.459  0.21
55 C -2.310 -1.024 0.341  1.89
56 C -3.641 -1.463 0.661  -1.22
57 C -4.008 -2.775 0.581  -1.34
58 C -3.079 -3.745 0.184  -0.92
59 C -1.772 -3.381 -0.151  -1.00
60 C -1.418 -2.063 -0.093  0.41
61 O -0.138 -1.610 -0.408  0.23
62 C 0.875 -2.600 -0.651  -0.74
63 C 0.930 -3.201 -1.890  0.19
64 C 1.920 -4.148 -2.106  -0.97
65 C 2.810 -4.472 -1.089  -0.71
66 C 2.715 -3.855 0.150  -0.87
67 C 1.734 -2.896 0.382  0.47
68 H -2.975 3.858 1.534  0.64
69 H -2.158 3.540 0.022  0.15
70 H -1.312 3.274 1.559  -0.11
71 H -4.816 2.599 -0.153  0.51
72 H -5.454 1.125 0.546  0.46
73 H -4.441 1.050 -0.896  0.39
74 H -3.886 1.797 3.407  0.42
75 H -2.339 0.950 3.415  0.02
76 H -3.821 0.075 3.039  0.40
77 H -4.373 -0.739 0.975  0.37
78 H -5.019 -3.067 0.829  0.50
79 H -3.367 -4.786 0.134  0.48
80 H -1.062 -4.138 -0.447  0.57
81 H 0.221 -2.939 -2.666  0.57
82 H 1.991 -4.637 -3.068  0.50
83 H 3.572 -5.219 -1.263  0.48
84 H 3.394 -4.129 0.946  0.50
85 H 1.621 -2.409 1.344  0.47
86 N 0.998 0.460 5.122  -0.09
87 C 0.811 1.505 4.065  -0.94
88 C 0.596 0.759 2.748  1.05
89 O 0.412 1.535 1.739  -1.66
90 O 0.604 -0.463 2.752  -0.98
91 H 0.298 0.511 5.864  0.39
92 H 1.919 0.499 5.561  0.37
93 H 0.901 -0.446 4.616  0.31
94 H 1.694 2.137 4.010  0.33
95 H -0.051 2.126 4.302  0.34

Energy relative to the best compared isomer or geometry (same formula, charge and spin) ... 0.352 eV
Frontier orbital gap (spin up / spin down) ... 7.1422 / 6.4030 eV
Net charge ... +3
⟨S²⟩ ... 0.789
LUMO energy (spin up / spin down) ... -8.8247 / -9.8365 eV
Spin multiplicity ... 2
HOMO (spin up / spin down) ... -15.97 / -16.24 eV
Largest force on an atom ... 0.597 eV/Å